Entry 1:
An isolated molecule of C5H7P in a non-equilibrium geometry, computed with the ωB97M-V functional and the def2-TZVPD basis.

- LUMO (alpha / beta): -0.02591 / -0.03911 Eh
- Structure (SMILES): C#P=CCC=C
- Energy above the lowest of the compared OMol25 structures with the same formula, charge and spin: 114.0 kcal per mole
- 2S+1: 1
- HOMO (alpha / beta): -0.302 / -0.293 Eh
- Max |F|: 3.69 eV Å⁻¹

Last column: Löwdin charge in e.
Cartesian coordinates (Å):
C1 0.6437 -0.8884 -1.3772  -0.369
C2 0.8370 0.4478 -0.6869  -0.303
C3 -0.0281 1.5473 1.4719  -0.014
C4 -0.0855 0.7667 0.4417  -0.252
C5 -1.5306 -2.2273 0.2199  -0.289
P1 -0.8306 -1.8509 -1.1770  0.806
H1 1.5524 -1.1711 -1.9793  0.065
H2 1.8777 0.3729 -0.3275  0.113
H3 0.8898 1.3753 -1.4029  0.144
H4 0.7936 2.3000 1.4426  0.070
H5 -0.7318 1.6735 2.2967  0.061
H6 -0.8967 0.0184 0.4508  0.036
H7 -2.4909 -2.3644 0.6272  -0.069

Entry 2:
An isolated molecule of C5H8, computed with the ωB97M-V functional and the def2-TZVPD basis.

- LUMO: 0.04004 Eh
- Structure (SMILES): CC#CCC
- Energy above the lowest of the compared OMol25 structures with the same formula, charge and spin: 35.0 kcal per mole
- 2S+1: 1
- HOMO: -0.341 Eh
- Max |F|: 0.62 eV Å⁻¹

Last column: Löwdin charge in e.
Cartesian coordinates (Å):
C1 -2.0744 0.1120 -0.2374  -0.101
C2 -1.1058 0.0732 0.9668  -0.257
C3 0.2491 0.4747 0.5829  -0.069
C4 1.3410 0.3889 0.0819  -0.098
C5 2.5311 -0.1300 -0.5832  -0.112
H1 -2.8692 0.8511 -0.1050  0.066
H2 -2.5417 -0.8664 -0.3852  0.067
H3 -1.5301 0.3577 -1.1540  0.070
H4 -0.9677 -0.9669 1.2843  0.108
H5 -1.4962 0.6095 1.8360  0.100
H6 3.0626 -0.8023 0.0983  0.078
H7 2.1756 -0.7259 -1.4313  0.080
H8 3.2258 0.6245 -0.9542  0.068

Entry 3:
An isolated molecule of C5H8 in a non-equilibrium geometry, computed with the ωB97M-V functional and the def2-TZVPD basis.

- LUMO: 0.03983 Eh
- Structure (SMILES): C#CCCC
- Energy above the lowest of the compared OMol25 structures with the same formula, charge and spin: 48.8 kcal per mole
- 2S+1: 1
- HOMO: -0.358 Eh
- Max |F|: 1.81 eV Å⁻¹

Last column: Löwdin charge in e.
Cartesian coordinates (Å):
C1 -1.4841 -0.0566 -0.6953  -0.122
C2 -0.6959 0.5114 0.4743  -0.248
C3 0.4624 -0.4493 0.8922  -0.221
C4 1.6914 -0.1060 0.2214  -0.178
C5 2.4640 0.0136 -0.7021  0.094
H1 -0.8047 -0.2446 -1.5336  0.075
H2 -1.9448 -1.0046 -0.3998  0.074
H3 -2.2739 0.6212 -1.0363  0.070
H4 -0.2841 1.4933 0.1890  0.109
H5 -1.3656 0.7187 1.3206  0.101
H6 0.4790 -0.6479 1.9637  0.109
H7 0.5443 -1.4599 0.4512  0.124
H8 3.2120 0.6107 -1.1453  0.014

Entry 4:
An isolated molecule of C5H8 in a non-equilibrium geometry, computed with the ωB97M-V functional and the def2-TZVPD basis.

- LUMO: 0.04504 Eh
- Structure (SMILES): C=C/C=C/C
- Energy above the lowest of the compared OMol25 structures with the same formula, charge and spin: 56.0 kcal per mole
- 2S+1: 1
- HOMO: -0.336 Eh
- Max |F|: 3.96 eV Å⁻¹

Last column: Löwdin charge in e.
Cartesian coordinates (Å):
C1 0.7654 2.2866 -0.2003  -0.023
C2 0.2989 1.5043 0.7656  -0.181
C3 -0.5114 0.3095 0.3215  -0.131
C4 0.2160 -0.7993 -0.0034  -0.139
C5 -0.6480 -1.9972 -0.2170  -0.165
H1 1.5184 3.0687 -0.0110  0.054
H2 0.8310 2.0899 -1.2333  0.044
H3 0.6049 1.5276 1.8427  0.112
H4 -1.5662 0.3297 0.1433  0.097
H5 1.3044 -0.9848 -0.3264  0.142
H6 -1.7343 -2.1102 -0.2326  0.073
H7 -0.5130 -2.8276 0.4017  0.040
H8 -0.5662 -2.3972 -1.2508  0.076

Entry 5:
A cluster of 2 separate species, C5H8 in total in a non-equilibrium geometry, computed with the ωB97M-V functional and the def2-TZVPD basis.

- LUMO: -0.00123 Eh
- Energy above the lowest of the compared OMol25 structures with the same formula, charge and spin: 126.2 kcal per mole
- 2S+1: 1
- HOMO: -0.356 Eh
- Max |F|: 7.89 eV Å⁻¹

Last column: Löwdin charge in e.
Cartesian coordinates (Å):
C1 2.3813 -0.7451 -0.7967  -0.177
C2 3.5558 -0.2186 -0.6288  0.080
C3 -1.2538 0.2778 0.9097  -0.249
C4 -0.9838 -1.0345 0.8751  -0.021
C5 -2.0084 1.0793 -0.0722  -0.108
H1 2.6435 -1.7700 -1.0360  0.042
H2 1.2826 -0.6153 -0.7446  0.044
H3 -0.6916 0.7735 1.4767  0.012
H4 -1.7325 -1.7150 0.5013  0.046
H5 -0.1397 -1.5228 1.4519  0.076
H6 -1.2083 1.3541 -0.7359  0.061
H7 -2.4879 2.1007 0.1970  0.105
H8 -2.7540 0.4597 -0.6419  0.089

Entry 6:
An isolated molecule of C5H8, computed with the ωB97M-V functional and the def2-TZVPD basis.

- LUMO: 0.04641 Eh
- Structure (SMILES): C[C@@H]1C=CC1
- Energy above the lowest of the compared OMol25 structures with the same formula, charge and spin: 29.0 kcal per mole
- 2S+1: 1
- HOMO: -0.340 Eh
- Max |F|: 0.78 eV Å⁻¹

Last column: Löwdin charge in e.
Cartesian coordinates (Å):
C1 -0.2488 0.0268 0.5033  -0.366
C2 -1.3164 -0.9889 0.2044  -0.091
C3 -0.1688 1.2535 -0.4296  -0.052
C4 1.1396 1.0911 -0.6121  -0.104
C5 1.2259 -0.2480 0.0607  -0.153
H1 -1.1485 -1.9109 0.7694  0.076
H2 -0.2424 0.2412 1.5857  0.135
H3 -1.3138 -1.2039 -0.8689  0.080
H4 -2.2864 -0.5616 0.4829  0.077
H5 -0.8198 2.0085 -0.8832  0.099
H6 1.8991 1.7542 -0.9942  0.090
H7 1.2846 -1.0868 -0.6464  0.110
H8 1.9956 -0.3753 0.8282  0.100

Entry 7:
A structure of composition C5H8 in a non-equilibrium geometry, computed with the ωB97M-V functional and the def2-TZVPD basis.

- LUMO: -0.05650 Eh
- Energy above the lowest of the compared OMol25 structures with the same formula, charge and spin: 181.0 kcal per mole
- 2S+1: 1
- HOMO: -0.265 Eh
- Max |F|: 6.43 eV Å⁻¹

Last column: Löwdin charge in e.
Cartesian coordinates (Å):
C1 -0.9307 0.0375 -1.1049  -0.143
C2 -0.0147 -0.1126 0.0287  -0.645
C3 -0.9476 -0.9568 0.6653  0.066
C4 0.7403 0.9568 0.6870  -0.069
C5 1.5594 0.0256 -0.3135  0.120
H1 -0.4076 0.6744 -1.8359  0.086
H2 -1.8209 0.6465 -0.7891  0.102
H3 -1.1402 -0.9457 -1.6177  0.109
H4 -0.7283 -1.5508 1.6260  0.092
H5 -1.9825 -0.5721 0.8436  0.092
H6 0.3922 1.9368 0.4685  0.109
H7 0.8218 0.6802 1.6504  0.059
H8 2.4247 -0.5724 -0.1218  0.022

Entry 8:
An isolated molecule of C5H8 in a non-equilibrium geometry, computed with the ωB97M-V functional and the def2-TZVPD basis.

- LUMO: 0.03896 Eh
- Structure (SMILES): C1=CCCC1
- Energy above the lowest of the compared OMol25 structures with the same formula, charge and spin: 24.1 kcal per mole
- 2S+1: 1
- HOMO: -0.317 Eh
- Max |F|: 1.46 eV Å⁻¹

Last column: Löwdin charge in e.
Cartesian coordinates (Å):
C1 0.5129 0.3199 0.9764  -0.177
C2 0.1785 -1.1060 0.4455  -0.201
C3 -0.7150 -0.9280 -0.7546  -0.104
C4 -0.4765 0.3042 -1.1803  -0.130
C5 -0.1659 1.2520 -0.0477  -0.193
H1 1.5955 0.5123 0.9867  0.103
H2 0.1618 0.4576 2.0036  0.099
H3 1.0959 -1.5309 0.0058  0.112
H4 -0.2293 -1.7933 1.1690  0.088
H5 -1.0149 -1.7518 -1.3975  0.099
H6 -0.2358 0.5049 -2.2043  0.096
H7 0.4198 2.1309 -0.3322  0.100
H8 -1.1273 1.6283 0.3296  0.107

Entry 9:
A cluster of 39 separate species, C5H83N2O40S in total in a non-equilibrium geometry, computed with the ωB97M-V functional and the def2-TZVPD basis.

- LUMO: -0.19210 Eh
- Net charge: +1
- 2S+1: 1
- HOMO: -0.436 Eh
- Max |F|: 5.23 eV Å⁻¹

Last column: Löwdin charge in e.
Cartesian coordinates (Å):
O1 4.6871 -2.0714 3.2638  -0.369
S1 4.0900 -0.7486 2.8471  0.786
O2 5.0899 0.2445 2.3256  -0.378
C1 2.9008 -1.1150 1.4564  -0.183
C2 1.4316 -0.6598 1.9241  -0.110
C3 0.9733 0.8429 2.1696  0.085
C4 -0.4677 1.1931 2.5771  0.016
N1 -1.3975 0.1549 2.7539  0.097
N2 -0.9984 -1.0857 2.5372  0.031
C5 0.2501 -1.6690 2.1731  0.097
H1 3.3314 -0.2636 3.9252  0.089
H2 2.8843 -2.2503 1.2692  0.130
H3 3.2248 -0.5937 0.4819  0.096
H4 1.7343 1.7046 2.0440  0.115
H5 -0.7829 2.2791 2.7270  0.154
H6 -1.7586 -1.7964 2.6611  0.131
H7 0.3940 -2.8005 2.0218  0.144
O3 4.9752 -0.9821 -1.2622  -0.067
H8 5.6070 -0.8543 -0.5455  0.021
H9 5.4912 -1.4203 -1.9537  0.038
O4 4.5365 -3.1350 -3.5364  -0.072
H10 4.1875 -3.8044 -4.1428  0.016
H11 3.7587 -2.8289 -3.0558  0.014
O5 6.4211 0.9761 5.0101  -0.068
H12 6.2462 0.9230 4.0617  -0.021
H13 7.0281 1.7228 5.0938  0.030
O6 -3.2474 1.4173 0.3740  -0.062
H14 -3.9526 2.0784 0.3974  0.051
H15 -3.1646 1.1335 1.2928  -0.007
O7 6.5262 3.7756 3.7122  -0.060
H16 6.4984 4.6442 3.2856  0.002
H17 6.3377 3.1577 2.9952  0.025
O8 3.0744 -0.8178 -4.9642  -0.058
H18 3.7065 -0.6909 -4.2466  0.024
H19 3.5905 -1.2558 -5.6536  0.053
O9 -1.1729 -4.3478 2.9195  -0.055
H20 -1.1117 -5.2854 2.6941  0.063
H21 -0.5102 -4.2323 3.6128  0.045
O10 2.8067 3.9095 2.0289  -0.058
H22 3.6917 4.2253 2.2568  0.033
H23 2.2235 4.4103 2.6132  0.047
O11 2.1673 -4.8685 -2.7279  -0.043
H24 1.4625 -4.2094 -2.6961  0.041
H25 2.2542 -5.1616 -1.8126  0.040
O12 5.5439 6.5563 3.2579  -0.057
H26 6.1260 7.2091 2.8426  0.020
H27 4.9785 7.0815 3.8367  0.051
O13 -3.7910 -2.4674 2.4268  -0.049
H28 -4.6441 -2.1280 2.7289  0.021
H29 -4.0215 -3.2357 1.8893  0.064
O14 -2.1764 3.9694 -0.2623  -0.077
H30 -2.0304 4.2935 -1.1594  0.041
H31 -2.2302 3.0078 -0.3641  -0.007
O15 -5.8511 0.0758 2.5944  -0.039
H32 -4.9682 0.3964 2.8198  0.033
H33 -6.4374 0.5718 3.1829  0.044
O16 1.1518 -0.3260 5.2493  -0.046
H34 0.9924 -0.3766 4.2963  -0.029
H35 1.7594 0.4212 5.3387  0.054
O17 0.7380 -0.6942 -7.2606  -0.050
H36 0.7970 -1.6319 -7.4925  0.023
H37 1.4060 -0.5813 -6.5723  0.011
O18 -7.5306 -2.6236 3.4494  -0.048
H38 -6.9496 -1.9689 3.0435  -0.020
H39 -8.1034 -2.1034 4.0260  0.047
O19 1.1717 -2.7339 -9.4544  -0.058
H40 1.1494 -1.8642 -9.8727  0.051
H41 0.9826 -3.3469 -10.1782  0.011
O20 1.4699 -5.5553 -7.5507  -0.057
H42 1.4474 -4.6844 -7.9704  0.008
H43 1.2816 -6.1667 -8.2721  0.025
O21 -1.6764 1.2396 -6.5630  -0.056
H44 -1.0181 1.9030 -6.3250  0.038
H45 -1.1717 0.4144 -6.6053  0.014
O22 -4.3732 2.9019 -7.6376  -0.060
H46 -3.7153 3.5655 -7.3989  0.031
H47 -3.8693 2.0781 -7.6791  0.020
O23 -6.7339 -1.4890 0.2363  -0.064
H48 -7.4828 -1.7178 0.8014  0.038
H49 -6.1576 -0.9671 0.8109  0.007
O24 -0.7624 1.3882 7.2784  -0.048
H50 -0.1348 1.5198 8.0013  0.064
H51 -0.2427 0.9455 6.5963  0.012
O25 1.9300 1.0708 -0.8090  -0.049
H52 1.7651 1.0111 -1.7588  0.056
H53 2.5373 1.8175 -0.7239  0.054
O26 -2.2753 3.0740 -9.8608  -0.064
H54 -2.9781 3.7364 -9.8297  0.022
H55 -2.1891 2.7813 -8.9460  -0.001
O27 5.0632 -4.7209 -6.0436  -0.054
H56 5.1242 -5.6558 -6.2751  0.049
H57 5.7322 -4.6071 -5.3560  0.034
O28 7.3194 0.5514 -1.7517  -0.050
H58 6.6164 1.2116 -1.7198  0.039
H59 7.4105 0.2619 -0.8359  0.031
O29 -2.7805 1.3410 9.3973  -0.073
H60 -2.0682 1.1261 8.7803  -0.028
H61 -3.5341 0.8385 9.0663  0.031
O30 -2.5938 -1.3569 8.5900  -0.053
H62 -1.9675 -1.2292 9.3142  0.066
H63 -2.0744 -1.8025 7.9085  0.049
O31 -5.2110 -1.5610 -2.5633  -0.064
H64 -5.9604 -1.7899 -1.9970  0.007
H65 -4.6365 -1.0404 -1.9896  0.022
O32 -8.8824 0.1093 -0.2900  -0.069
H66 -8.1683 -0.0984 -0.9053  0.024
H67 -9.6324 -0.4002 -0.6206  0.042
O33 0.2566 4.2277 6.1739  -0.075
H68 -0.4941 4.0060 6.7402  0.026
H69 0.8367 4.7450 6.7461  0.038
O34 -3.9667 4.1373 -12.0779  -0.062
H70 -3.7418 3.2006 -12.1441  0.036
H71 -4.3601 4.3452 -12.9337  0.037
O35 4.8905 -5.4445 3.1034  -0.058
H72 4.0793 -5.5819 3.6064  0.028
H73 4.9609 -4.4831 3.0304  0.000
O36 -6.9189 2.3404 4.7729  -0.042
H74 -7.7344 2.1930 5.2681  0.066
H75 -6.8580 3.3017 4.7005  0.059
O37 -4.5082 2.5988 3.0080  -0.050
H76 -5.3245 2.4606 3.5078  -0.005
H77 -4.4403 3.5587 2.9304  0.062
O38 8.1631 7.3592 1.8746  -0.050
H78 8.7975 7.4943 2.5896  0.052
H79 8.6765 6.9172 1.1876  0.049
O39 -4.4355 -2.5495 6.8237  -0.059
H80 -3.8063 -2.4207 7.5501  -0.012
H81 -3.9213 -2.9992 6.1423  0.025
O40 0.4712 -5.2271 -11.3235  -0.046
H82 0.8621 -5.5838 -12.1307  0.051
H83 0.0278 -5.9851 -10.9235  0.046

Entry 10:
A structure of composition C5H8BaMgO5 in a non-equilibrium geometry, computed with the ωB97M-V functional and the def2-TZVPD basis.

- LUMO (alpha / beta): -0.14237 / -0.14395 Eh
- Net charge: +1
- 2S+1: 2
- HOMO (alpha / beta): -0.318 / -0.424 Eh
- Max |F|: 3.96 eV Å⁻¹

Last column: Löwdin charge in e.
Cartesian coordinates (Å):
C1 2.2349 -0.3916 0.2931  -0.523
O1 3.1729 -1.1576 0.5754  -0.137
O2 2.2917 0.7800 -0.1534  -0.026
Ba1 5.9798 -2.4702 0.1288  1.074
O3 0.9414 -0.0098 1.6118  -0.232
C2 -0.0577 -0.9996 1.7170  -0.235
C3 -0.5811 -1.1509 0.2994  -0.107
O4 -0.9636 0.0943 -0.0473  -0.204
C4 -1.6795 0.4548 -1.2433  -0.123
C5 -1.8161 1.9765 -1.1526  -0.341
O5 -0.6110 2.5737 -0.8243  -0.318
Mg1 0.5345 1.6751 0.4031  0.997
H1 -0.8905 -0.8284 2.4191  0.148
H2 0.4048 -1.9656 1.9915  0.134
H3 -1.3572 -1.9177 0.1702  0.152
H4 0.8931 -1.2607 -0.2956  0.215
H5 -2.6365 -0.0833 -1.2515  0.138
H6 -1.0516 0.1621 -2.0974  0.141
H7 -2.6087 2.2022 -0.4102  0.120
H8 -2.1998 2.3166 -2.1338  0.127

Entry 11:
A structure of composition C5H8BiO3 in a non-equilibrium geometry, computed with the ωB97M-V functional and the def2-TZVPD basis.

- LUMO: -0.60698 Eh
- Net charge: +3
- 2S+1: 1
- HOMO: -0.910 Eh
- Max |F|: 8.22 eV Å⁻¹

Last column: Löwdin charge in e.
Cartesian coordinates (Å):
H1 -1.0911 -0.0088 1.5840  0.253
O1 0.4191 -0.8833 0.2581  0.109
C1 -0.3068 0.3168 0.6809  -0.454
O2 0.3157 1.3996 0.6903  -0.213
Bi1 2.2774 1.3703 0.3222  2.244
O3 -1.4562 0.2909 -0.2760  0.118
C2 -2.5730 0.0630 0.3400  0.021
C3 1.6807 -0.7627 0.0526  -0.288
C4 2.3389 -2.0236 -0.2975  0.037
H2 1.6852 -2.9029 -0.2612  0.142
H3 2.7759 -1.8935 -1.3024  0.153
H4 3.2003 -2.1454 0.3786  0.147
C5 -3.6619 -0.5756 -0.4021  0.077
H5 -2.8348 0.7831 1.1310  0.201
H6 -3.3797 -0.8212 -1.4307  0.134
H7 -4.5220 0.1110 -0.3818  0.157
H8 -3.9756 -1.4715 0.1567  0.163

Entry 12:
A structure of composition C5H8Br2 in a non-equilibrium geometry, computed with the ωB97M-V functional and the def2-TZVPD basis.

- LUMO (alpha / beta): 0.00347 / 0.00352 Eh
- Energy above the lowest of the compared OMol25 structures with the same formula, charge and spin: 95.8 kcal per mole
- 2S+1: 1
- HOMO (alpha / beta): -0.306 / -0.306 Eh
- Max |F|: 4.64 eV Å⁻¹

Last column: Löwdin charge in e.
Cartesian coordinates (Å):
C1 0.3926 -1.4661 2.4021  -0.110
C2 0.1589 -0.2666 1.9951  -0.057
C3 0.3648 0.4797 -2.3697  -0.072
C4 0.0646 0.8397 -0.8170  -0.394
C5 -0.9825 0.1801 -0.0334  -1.232
Br1 -2.4651 1.1845 0.4664  0.711
Br2 -1.3382 -1.6307 -0.4036  0.714
H1 0.7767 -1.5904 3.3992  0.053
H2 0.3943 -2.3191 1.6895  0.032
H3 0.2449 0.5737 2.5446  0.009
H4 -0.4292 0.8368 -2.9760  0.052
H5 1.2273 1.0853 -2.4577  0.044
H6 0.6876 -0.5767 -2.5457  0.075
H7 1.0063 0.7436 -0.3399  0.072
H8 -0.1031 1.9261 -0.5539  0.103

> Which value of 2S+1 does entry 10 give?

2

Copy entry 4 word for word.
An isolated molecule of C5H8 in a non-equilibrium geometry, computed with the ωB97M-V functional and the def2-TZVPD basis.

- LUMO: 0.04504 Eh
- Structure (SMILES): C=C/C=C/C
- Energy above the lowest of the compared OMol25 structures with the same formula, charge and spin: 56.0 kcal per mole
- 2S+1: 1
- HOMO: -0.336 Eh
- Max |F|: 3.96 eV Å⁻¹

Last column: Löwdin charge in e.
Cartesian coordinates (Å):
C1 0.7654 2.2866 -0.2003  -0.023
C2 0.2989 1.5043 0.7656  -0.181
C3 -0.5114 0.3095 0.3215  -0.131
C4 0.2160 -0.7993 -0.0034  -0.139
C5 -0.6480 -1.9972 -0.2170  -0.165
H1 1.5184 3.0687 -0.0110  0.054
H2 0.8310 2.0899 -1.2333  0.044
H3 0.6049 1.5276 1.8427  0.112
H4 -1.5662 0.3297 0.1433  0.097
H5 1.3044 -0.9848 -0.3264  0.142
H6 -1.7343 -2.1102 -0.2326  0.073
H7 -0.5130 -2.8276 0.4017  0.040
H8 -0.5662 -2.3972 -1.2508  0.076